Entry 1:
Formula: C33H41N7O11
Source: the Open Molecules 2025 dataset
Level of theory: ωB97M-V with the def2-TZVPD basis set

The geometry in XYZ format:
```
92
Properties=species:S:1:pos:R:3:mulliken_charge:R:1
O -8.08885 -2.79317 -0.21674 -0.541
N -7.60685 -2.23017 -1.20674 0.837
O -8.41985 -1.55917 -1.89174 -0.559
C -6.13285 -2.15217 -1.48574 -0.098
C -5.52485 -1.07617 -2.38774 -0.429
C -3.99485 -1.06317 -2.54374 -0.177
C -3.12485 -2.15617 -1.90574 -0.213
C -3.70685 -3.00417 -0.94874 -0.469
C -5.21185 -2.93317 -0.61574 -0.410
H -6.23585 -0.33817 -2.93374 0.330
H -3.59585 -0.37217 -3.35074 0.399
H -2.05085 -2.10817 -2.06274 0.241
H -3.09885 -3.51917 -0.23174 0.566
H -5.65285 -3.54917 0.11626 0.525
O 0.07015 5.32483 -5.79074 -0.558
N -1.00585 4.91983 -5.25874 0.880
O -2.13085 5.08183 -5.79974 -0.557
C -0.96185 4.16883 -3.99574 -0.003
C 0.40815 4.04383 -3.29974 -0.543
C 0.51215 3.10783 -2.09974 -0.426
C -0.71785 2.46483 -1.61674 -0.066
C -1.98085 2.59083 -2.24774 -0.547
C -2.14985 3.40083 -3.52474 -0.438
H 1.31315 4.53583 -3.71674 0.377
H 1.47215 2.98983 -1.65574 0.517
H -0.75385 1.78383 -0.79874 0.381
H -2.82985 2.06783 -1.80074 0.469
H -3.12585 3.29883 -3.93574 0.482
O 2.60415 -4.96417 0.90326 -0.585
N 2.48315 -4.35317 2.02026 0.997
O 1.49215 -4.54117 2.72526 -0.555
C 3.60715 -3.58317 2.51626 0.191
C 3.44615 -2.74917 3.81926 -0.483
C 4.69615 -1.98817 4.26126 -0.554
C 5.91415 -1.84117 3.27526 -0.624
C 5.88815 -2.58017 2.11926 -0.331
C 4.82915 -3.62217 1.72726 -0.324
H 2.57715 -2.87217 4.36326 0.598
H 4.69115 -1.42217 5.26426 0.394
H 6.63915 -1.22417 3.59326 0.554
H 6.73715 -2.37617 1.48626 0.380
H 4.88615 -4.15417 0.68926 0.331
O -1.78485 2.56383 6.32326 -0.603
N -1.32385 2.55183 5.07726 0.885
O -0.82185 3.47383 4.57226 -0.493
C -1.89185 1.43583 4.31126 -0.128
C -1.53985 1.29883 2.81426 -0.305
C -2.22885 0.18083 1.97026 -0.202
C -3.09485 -0.80617 2.62726 -0.530
C -3.33885 -0.78717 4.09526 -0.913
C -2.84985 0.37583 4.98626 -0.763
H -0.76185 1.90583 2.45526 0.762
H -1.98185 -0.03117 0.89026 0.366
H -3.56985 -1.50217 2.01526 0.536
H -3.71685 -1.49817 4.52826 0.703
H -2.92585 0.59983 5.94726 0.684
C 0.36715 -0.86417 -7.71974 -0.888
N 0.41115 -0.58517 -6.31374 0.080
C 1.68115 -0.65517 -5.58874 -0.759
C -0.64685 -0.40517 -5.56474 0.165
O -0.57985 -0.26017 -4.32674 -0.574
H -0.58085 -1.14617 -8.06974 0.343
H 1.12215 -1.72117 -7.72274 0.302
H 0.86315 -0.14017 -8.30374 0.320
H 2.16415 0.33983 -5.58174 0.296
H 2.44915 -1.40617 -5.89174 0.386
H 1.62715 -1.05717 -4.50374 0.052
H -1.33885 -0.90417 -6.14274 0.375
C 1.44215 -0.34817 0.77426 -1.340
N 0.67415 -1.34217 0.08226 0.748
C 0.68615 -1.20417 -1.34874 -1.015
C -0.06085 -2.13017 0.67226 0.100
O -0.60385 -3.12617 0.00826 -0.766
H 1.10515 0.65783 0.73526 0.512
H 2.54615 -0.38917 0.61326 0.366
H 1.25715 -0.18717 1.82726 0.252
H -0.02885 -1.81817 -2.03074 0.237
H 1.80315 -1.20117 -1.63474 0.231
H 0.20115 -0.29217 -1.63874 0.334
H 0.04115 -2.08317 1.84826 0.252
C 4.15515 3.44883 5.03326 -0.914
N 3.24415 2.89383 4.14826 0.230
C 2.76815 1.54283 4.49826 -1.088
C 2.80915 3.66483 3.10226 0.007
O 1.86715 3.33683 2.34526 -0.561
H 4.80615 4.34183 4.57926 0.204
H 4.75115 2.76683 5.59726 0.284
H 3.37615 3.91983 5.83326 0.323
H 2.23915 1.11683 3.61026 0.121
H 2.09615 1.52183 5.15026 0.748
H 3.45515 0.90283 4.92326 0.321
H 3.49715 4.39683 2.83026 0.358
```

Calculated values
SMILES   O=[N+]([O-])c1ccccc1.O=[N+]([O-])c1ccccc1.O=[N+]([O-])c1ccccc1.O=[N+]([O-])c1ccccc1.CN(C)C=O.CN(C)C=O.CN(C)C=O
2S+1   1
E_HOMO   -9.3 eV

***

Entry 2:
Formula: C5H10O2
Source: the Open Molecules 2025 dataset
Level of theory: ωB97M-V with the def2-TZVPD basis set

The geometry in XYZ format:
```
17
Properties=species:S:1:pos:R:3:mulliken_charge:R:1
O -0.48614 -0.79018 -2.06226 -0.508
C -0.54377 0.61168 -2.10048 -0.363
C -0.19604 0.87935 -0.51549 -0.832
C 0.49900 -0.17892 0.47234 0.220
C 0.65025 0.34409 1.94397 -0.507
O -0.09351 -0.74994 2.48314 -0.396
C -0.32045 -1.29685 1.17717 -0.466
H 0.43935 -1.01999 -2.06775 0.305
H -1.49787 0.78722 -2.67024 0.243
H 0.19548 1.05937 -2.80924 0.205
H -1.12113 1.14003 -0.00223 0.319
H 0.49025 1.72127 -0.52325 0.328
H 1.46798 -0.55928 0.11678 0.419
H 0.15921 1.30556 2.14553 0.280
H 1.66514 0.37645 2.37135 0.259
H 0.07636 -2.32063 1.11891 0.246
H -1.38411 -1.30923 0.92177 0.251
```

Calculated values
SMILES   OCCC1COC1
2S+1   1
E_HOMO   -9.6 eV

***

Entry 3:
Formula: C30H26BaN7O11SSe
Source: the Open Molecules 2025 dataset
Level of theory: ωB97M-V with the def2-TZVPD basis set

The geometry in XYZ format:
```
77
Properties=species:S:1:pos:R:3:mulliken_charge:R:1
Ba 0.74586 0.59233 -0.33860 1.932
O 0.83370 -3.74782 0.13480 -0.596
C -0.14240 -4.03913 1.10328 0.204
C 0.06226 -3.25776 2.39438 -1.235
N -0.26922 -1.85504 2.25229 1.058
C -1.66118 -1.49537 2.36621 -1.099
C -2.10546 -0.36085 1.38791 0.216
O -3.31580 -0.12581 1.34378 -0.779
O -1.18291 0.18165 0.69953 -0.402
C 0.67203 -0.93244 2.83311 -0.870
C 1.94979 -0.73337 1.96229 0.421
O 2.96208 -0.31758 2.51876 -0.801
O 1.80481 -0.99164 0.71782 -0.684
H 1.08164 -2.80919 0.22401 0.351
H -0.07798 -5.11303 1.31129 0.475
H -1.15430 -3.83899 0.72076 -0.287
H 1.11949 -3.33973 2.65830 0.419
H -0.52405 -3.73437 3.19930 0.415
H -1.92459 -1.15697 3.38072 0.357
H -2.29134 -2.35508 2.13414 0.365
H 0.99568 -1.22910 3.84022 0.366
H 0.22191 0.06190 2.88449 0.451
Se 2.18765 3.56668 -1.85249 0.464
N 3.79995 3.14259 -2.25582 -0.827
C 3.80675 1.79710 -2.41733 0.368
C 4.91383 0.97950 -2.67466 -0.533
C 4.69318 -0.37513 -2.77064 -0.640
C 3.39890 -0.89380 -2.59408 -0.447
N 2.33356 -0.15166 -2.37358 -0.305
C 2.52890 1.16488 -2.30242 1.194
N 1.49861 2.00833 -2.08210 -0.812
H 5.89988 1.41557 -2.76507 0.455
H 5.51102 -1.05966 -2.94866 0.369
H 3.23011 -1.96500 -2.61582 0.461
N -0.54216 -1.28711 -1.62953 0.291
S -1.26081 -1.75912 -2.92901 -0.245
C -3.00860 -1.21381 -2.86944 0.161
C -3.36081 -0.31669 -1.87875 -0.076
C -4.68648 0.07980 -1.76041 -0.611
C -5.63397 -0.40226 -2.64991 -0.470
C -5.25893 -1.27277 -3.66772 -0.499
C -3.94337 -1.69121 -3.77936 -0.429
C -1.64826 -3.53204 -2.79665 0.403
C -1.03905 -4.40853 -3.67908 -0.425
C -1.30088 -5.76890 -3.58870 -0.532
C -2.15927 -6.24366 -2.60899 -0.451
C -2.75672 -5.35985 -1.71890 -0.638
C -2.50258 -4.00166 -1.81089 -0.230
H -1.02041 -1.61224 -0.78777 -0.495
H -2.61196 0.03306 -1.17707 0.480
H -4.96070 0.74602 -0.95377 0.444
H -6.67081 -0.10711 -2.54847 0.370
H -6.00052 -1.63285 -4.37057 0.376
H -3.64642 -2.39574 -4.54758 0.391
H -0.36999 -4.02577 -4.44070 0.382
H -0.83750 -6.45372 -4.28742 0.385
H -2.36906 -7.30371 -2.54259 0.384
H -3.43099 -5.72552 -0.95520 0.393
H -2.98982 -3.31188 -1.12987 0.443
O 2.50275 3.13176 0.42959 -0.760
C 1.65014 3.20031 1.36711 0.756
O 0.75676 2.37613 1.58062 -0.774
C 1.74044 4.42222 2.26396 0.062
C 0.89447 4.54031 3.35641 -0.628
C 0.96743 5.67789 4.14817 -0.103
C 1.86641 6.69401 3.87968 -0.270
C 2.70202 6.55397 2.78744 -0.210
C 2.64791 5.42914 1.97497 -0.506
N 3.66074 7.61280 2.49328 1.078
O 4.40741 7.45747 1.54801 -0.625
O 3.66349 8.59511 3.21213 -0.637
N 0.07805 5.82288 5.29813 1.059
O 0.08450 6.88670 5.89151 -0.630
O -0.61913 4.87638 5.59686 -0.611
H 0.18792 3.75185 3.57522 0.654
H 1.90571 7.57408 4.50116 0.604
H 3.31063 5.33224 1.12795 0.715
```

Calculated values
Net charge   -1
2S+1   1
E_HOMO   -5.2 eV

***

Entry 4:
Formula: C2H12NO2S
Source: the Open Molecules 2025 dataset
Level of theory: ωB97M-V with the def2-TZVPD basis set

The geometry in XYZ format:
```
18
Properties=species:S:1:pos:R:3:mulliken_charge:R:1
C -1.02899 0.11918 0.35403 -0.646
C -1.56942 0.89615 -0.82676 -0.555
S -0.45637 2.20015 -1.37446 -0.209
N -0.14650 0.79741 1.32982 -0.165
H -1.84904 -0.34412 0.89525 0.369
H -0.40710 -0.69505 -0.06893 0.322
H -2.05987 0.32123 -1.62510 0.424
H -2.43999 1.46410 -0.42190 0.315
H -1.24166 2.74706 -2.30185 0.172
H 0.18361 0.08772 1.98539 0.367
H 0.69419 1.13149 0.81683 0.249
H -0.58196 1.62147 1.74376 0.370
H 2.83671 0.38474 -0.63298 0.295
H 3.06787 1.35570 0.51624 0.304
O 2.36837 0.86144 0.06751 -0.618
H 1.43657 -4.57730 -0.54980 0.324
H 0.58096 -4.30873 0.51607 0.313
O 0.61264 -4.06264 -0.42311 -0.631
```

Calculated values
Net charge   +1
2S+1   1
E_HOMO   -12.8 eV

***

Entry 5:
Formula: C4H13N2O2
Source: the Open Molecules 2025 dataset
Level of theory: ωB97M-V with the def2-TZVPD basis set

The geometry in XYZ format:
```
21
Properties=species:S:1:pos:R:3:mulliken_charge:R:1
O -0.53535 -0.41793 -0.08207 -0.579
C 0.17754 -0.37064 1.08429 -0.085
C 1.52794 0.07160 1.16598 -0.282
C 2.34692 0.33682 -0.08662 -0.459
C 1.83556 1.17243 -1.20009 -0.526
N 1.41098 2.43789 -0.63203 -0.584
N -3.79297 -3.66791 0.39381 -0.645
H -0.31503 -0.58657 2.05029 0.342
H 2.15759 0.13878 2.02864 0.385
H 3.37508 0.66502 0.21848 0.395
H 2.42707 -0.64853 -0.53587 0.266
H 2.69190 1.40012 -1.84346 0.304
H 1.13583 0.58784 -1.80082 0.327
H 2.21277 2.82711 -0.17352 0.217
H 0.60419 2.48398 -0.04257 0.254
H -4.69491 -3.30307 0.44923 0.206
H -3.82349 -4.50622 1.02613 0.227
H -3.63260 -3.89155 -0.62216 0.225
H -1.55491 0.93309 -0.65697 0.343
H -2.16598 2.45095 -0.37838 0.252
O -1.38814 1.88678 -0.36231 -0.582
```

Calculated values
2S+1   2
E_HOMO (spin up / spin down)   -8.5 / -8.5 eV
Expectation value of S²   0.781

***

Entry 6:
Formula: C3H6NO2
Source: the Open Molecules 2025 dataset
Level of theory: ωB97M-V with the def2-TZVPD basis set

The geometry in XYZ format:
```
12
Properties=species:S:1:pos:R:3:mulliken_charge:R:1
C -1.31038 -1.89909 0.20376 -0.695
C -0.48949 -0.32931 -1.30223 -0.237
N -0.67955 -1.55927 -1.04206 -0.456
H -0.57077 -1.95309 1.00017 0.238
H -1.99178 -2.75184 0.26454 0.279
H -1.98163 -1.08191 0.55378 0.297
H 0.48568 0.06735 -1.58653 0.258
H -1.34998 0.35864 -1.28652 0.302
O 1.32265 2.04269 -0.26008 -0.596
C 1.98188 2.24315 0.78102 -0.046
O 1.93172 1.70365 1.90161 -0.633
H 2.65164 3.15902 0.77253 0.288
```

Calculated values
Net charge   -1
2S+1   1
E_HOMO   -4.0 eV

***

Entry 7:
Formula: C10H24N3O4Y
Source: the Open Molecules 2025 dataset
Level of theory: ωB97M-V with the def2-TZVPD basis set

The geometry in XYZ format:
```
42
Properties=species:S:1:pos:R:3:mulliken_charge:R:1
Y -3.62929 -1.78023 0.73776 2.019
C -1.07739 0.52966 0.41837 0.286
O -1.91942 -0.41925 1.03267 -0.579
H -0.23341 0.01678 -0.05413 -0.082
H -1.60288 1.09640 -0.35831 0.075
H -0.66163 1.24946 1.12502 0.010
C 2.56101 -2.60543 0.68076 -1.086
C 2.40691 -3.15735 -0.72333 0.599
O 2.76279 -4.29730 -0.94140 -0.583
N 1.87718 -2.37487 -1.73678 -0.097
C 2.03708 -0.93492 -1.77208 -0.640
H 3.42661 -1.94026 0.70369 0.327
H 2.72574 -3.42127 1.37299 0.323
H 1.67852 -2.03464 0.98853 0.243
H 2.06538 -2.88633 -2.59413 0.290
H 2.16145 -0.62710 -0.73184 0.197
H 1.07554 -0.43379 -1.97352 0.130
H 2.75163 -0.43460 -2.42036 0.300
C 2.49155 3.97476 3.05629 -0.810
C 2.29073 3.34757 4.41547 0.473
O 2.86645 3.80230 5.37940 -0.605
N 1.54160 2.21072 4.53054 -0.143
C 0.93299 1.46239 3.41611 -0.973
H 2.28926 5.04226 3.14070 0.301
H 1.90350 3.56046 2.24252 0.292
H 3.56643 3.93827 2.87636 0.232
H 1.29746 1.89860 5.45477 0.233
H 0.09448 2.10727 3.12178 0.341
H 0.53474 0.49382 3.70253 0.344
H 1.69146 1.33874 2.64545 0.310
C -3.09088 -2.56751 -3.56630 -1.135
C -3.26909 -1.31789 -2.77264 0.737
O -3.25531 -1.36411 -1.48606 -0.579
N -3.39102 -0.18473 -3.41652 -0.087
C -3.57734 1.11549 -2.81774 -0.843
H -3.16091 -2.34402 -4.63203 0.356
H -3.89598 -3.28320 -3.39823 0.327
H -2.11560 -3.02153 -3.39699 0.311
H -3.16512 -0.18861 -4.40270 0.265
H -3.75635 1.01857 -1.74732 0.243
H -4.46861 1.58062 -3.23593 0.332
H -2.76026 1.83482 -2.86333 0.347
```

Calculated values
Net charge   +2
2S+1   1
E_HOMO   -12.9 eV

***

Entry 8:
Formula: C15H16F2N2O3
Source: the Open Molecules 2025 dataset
Level of theory: ωB97M-V with the def2-TZVPD basis set

The geometry in XYZ format:
```
38
Properties=species:S:1:pos:R:3:mulliken_charge:R:1
C 1.32134 -4.86744 -0.02416 -1.938
C -0.05022 -4.18644 -0.02893 1.964
C -1.14858 -5.24789 0.07582 -1.956
C -0.22449 -3.40726 -1.35097 -0.987
C -0.96545 -2.09481 -1.21202 0.274
O -1.92343 -1.78990 -1.88001 -0.602
C -0.32246 -1.20986 -0.21705 -0.095
N -0.38982 0.07265 -0.42245 -0.603
N 0.19313 0.93456 0.35164 0.329
C 0.08158 2.29515 0.12119 0.562
C -0.67752 2.78186 -0.94492 -0.116
C -0.76969 4.13920 -1.15370 -0.798
C -0.10964 5.02321 -0.30498 0.633
O -0.27851 6.37710 -0.61800 -0.375
C 0.31519 7.32623 0.10661 0.401
F -0.05447 7.31721 1.41365 -0.243
F 1.66909 7.22017 0.12674 -0.243
C 0.64462 4.54932 0.75680 -0.382
C 0.73735 3.18507 0.96607 -1.109
C 0.32280 -1.84294 0.93583 0.727
O 1.08246 -1.24768 1.68812 -0.737
C -0.15052 -3.25014 1.19166 -1.060
H 1.44877 -5.47099 -0.92014 0.425
H 2.11783 -4.12687 0.01163 0.449
H 1.42060 -5.51859 0.84160 0.440
H -1.02828 -5.99774 -0.70280 0.447
H -1.10373 -5.74854 1.04071 0.406
H -2.13085 -4.79334 -0.03403 0.472
H 0.76112 -3.14734 -1.74859 0.422
H -0.73345 -4.02521 -2.09143 0.382
H 0.73923 0.61682 1.16003 0.308
H -1.18181 2.07973 -1.58872 0.498
H -1.34922 4.54004 -1.96890 0.416
H 0.05442 8.30921 -0.31597 0.158
H 1.16296 5.21600 1.42642 0.367
H 1.32377 2.81104 1.79181 0.337
H 0.39778 -3.66570 2.03861 0.431
H -1.20188 -3.15587 1.48284 0.393
```

Calculated values
SMILES   CC1(C)CC(=O)C(=NNc2ccc(OC(F)F)cc2)C(=O)C1
2S+1   1
E_HOMO   -8.2 eV

***

Computed values of energy above the lowest of the compared OMol25 structures with the same formula, charge and spin (unit: kcal per mole) for the preceding records, in sequence: 356.2, 84.4, 81.8, 22.4, 18.7, 60.0, 97.6, 0.0.
Computed values of energy (unit: eV) for the preceding records, in sequence: -67811.412, -9439.384, -141357.369, -18682.254, -11430.937, -8792.613, -24445.971, -30371.763.